No. 1
Formula: B5F20Mn
Source: OMol25
Level of theory: ωB97M-V/def2-TZVPD

Multiplicity: 6
E_HOMO (alpha / beta): -1.955 / -3.481 eV
⟨S²⟩: 8.751
Calculated total energy: -3273.9120 hartree
Strongest force on any atom: 0.035 Eh/bohr
Total charge: -3

CARTESIAN COORDINATES (ANGSTROEM)
Mn 0.1272 0.0443 -0.1849
B 0.4274 -2.4178 -1.3231
F 0.2100 -2.4306 -2.6881
F 1.4410 -1.4313 -0.9867
F -0.7324 -1.8910 -0.6703
F 0.8204 -3.6454 -0.8253
B 0.0929 1.0376 -3.2212
F -0.6820 0.4954 -2.1237
F 1.4340 0.9428 -2.8465
F -0.1363 0.3176 -4.4047
F -0.3163 2.3636 -3.4238
B 1.0803 2.4545 0.5180
F 0.9575 2.4537 1.9208
F 1.5602 3.6975 0.1129
F 1.9107 1.3781 0.1319
F -0.2021 2.1335 -0.0161
B 1.3251 -1.2873 2.8900
F 1.0115 -0.8936 1.5531
F 2.1697 -0.3303 3.4917
F 0.1698 -1.4384 3.6578
F 2.0220 -2.5192 2.8270
B -2.9479 0.1965 1.1112
F -3.2894 -0.4613 -0.0728
F -3.6354 -0.3999 2.1948
F -1.5263 0.0764 1.3118
F -3.2916 1.5547 1.0664

---

No. 2
Formula: C4H10O3
Source: OMol25
Level of theory: ωB97M-V/def2-TZVPD

E_HOMO: -10.200 eV
SMILES: COC[C@@H](O)CO
Calculated total energy: -384.0907 hartree
Strongest force on any atom: 0.009 Eh/bohr

CARTESIAN COORDINATES (ANGSTROEM)
C 2.6493 0.5772 0.0248
O 1.4675 -0.0917 0.4002
C 0.4048 -0.2692 -0.5410
C -0.7843 -0.5789 0.3811
O -0.8029 0.4802 1.3231
C -2.1941 -0.6229 -0.2015
O -2.5583 0.6026 -0.7914
H 3.3946 0.3376 0.7918
H 2.5229 1.6698 0.0021
H 3.0281 0.2342 -0.9449
H 0.1795 0.6422 -1.1156
H 0.6627 -1.0797 -1.2361
H -0.5891 -1.5420 0.8805
H 0.1464 0.6466 1.4680
H -2.8662 -0.8699 0.6386
H -2.3178 -1.4061 -0.9566
H -2.3429 1.2699 -0.1232

---

No. 3
Formula: C4H11NO2
Source: OMol25
Level of theory: ωB97M-V/def2-TZVPD

E_HOMO: -7.970 eV
SMILES: C=CC(=C)N.O.O
Calculated total energy: -364.0956 hartree
Strongest force on any atom: 0.080 Eh/bohr

CARTESIAN COORDINATES (ANGSTROEM)
N -0.2693 -0.0881 -0.0834
C -0.4563 -1.4242 0.3385
C 0.3970 -2.3682 -0.2479
C -2.0339 -2.7104 1.8918
C -1.4454 -1.5777 1.4516
H 0.7346 0.1917 0.1609
H -0.9913 0.5537 0.1810
H 0.6195 -3.3762 0.2588
H 0.8270 -2.0377 -1.1484
H -2.0351 -2.9872 2.9761
H -2.6867 -3.3920 1.3752
H -1.8206 -0.6175 1.7848
H 2.8119 0.0659 -0.6470
H 1.9422 0.1338 -1.9785
O 2.5810 0.6253 -1.3983
H 0.4427 5.8413 -1.0935
H 0.5441 6.5067 -2.3735
O 0.8383 6.6606 -1.4483

---

No. 4
Formula: C39H45N5O3P2SSr
Source: OMol25
Level of theory: ωB97M-V/def2-TZVPD

E_HOMO: -6.762 eV
Calculated total energy: -3124.3340 hartree
Strongest force on any atom: 0.083 Eh/bohr

CARTESIAN COORDINATES (ANGSTROEM)
Sr -0.2564 0.0668 0.7279
N -0.1439 3.0548 -0.1554
C 0.1722 3.8387 -1.3534
C 1.3027 3.2020 -2.1464
C 0.9647 1.9167 -2.9420
C -0.3895 1.2363 -2.6843
N -0.2250 -0.0504 -1.9852
H -0.8918 3.4812 0.3782
H 0.6690 2.9711 0.4469
H 0.4524 4.8712 -1.1078
H -0.7321 3.9010 -1.9672
H 2.1032 2.9760 -1.4389
H 1.7028 3.9493 -2.8356
H 1.7521 1.1852 -2.7443
H 1.0274 2.1423 -4.0087
H -0.9303 1.1115 -3.6284
H -1.0216 1.8571 -2.0499
H 0.4229 -0.6480 -2.4953
H -1.1257 -0.5407 -2.0143
O -2.5509 -0.2663 0.2518
P -2.5598 -1.4662 1.2069
C -3.0518 -0.3791 2.7509
P -2.4126 1.3320 2.7883
O -1.0092 1.6306 2.2735
C -3.6205 2.3772 1.9262
C -3.4046 3.7524 2.0296
C -4.2415 4.6442 1.3819
C -5.3051 4.1652 0.6243
C -5.5191 2.7994 0.5160
C -4.6775 1.9049 1.1632
C -2.4958 1.8238 4.5408
C -1.2989 2.0177 5.2164
C -1.3075 2.3232 6.5715
C -2.5126 2.4340 7.2485
C -3.7130 2.2443 6.5707
C -3.7049 1.9373 5.2209
C -0.8678 -2.0261 1.9642
C -0.0680 -2.9904 1.3245
C 1.1773 -3.3544 1.8277
C 1.6814 -2.7501 2.9569
C 0.9211 -1.7959 3.6204
C -0.3190 -1.4364 3.1347
C -3.9684 -2.6037 1.5811
C -5.1528 -2.4081 0.8796
C -6.2740 -3.1587 1.1931
C -6.2149 -4.1111 2.2069
C -5.0296 -4.3035 2.8993
C -3.9059 -3.5437 2.5915
H -2.8495 -0.9133 3.6834
H -4.1217 -0.1473 2.7924
H -2.5741 4.1233 2.6212
H -4.0667 5.7087 1.4656
H -5.9620 4.8581 0.1148
H -6.3363 2.4241 -0.0859
H -4.8285 0.8413 1.0323
H -0.3686 1.9490 4.6638
H -0.3736 2.4815 7.0954
H -2.5204 2.6753 8.3034
H -4.6537 2.3404 7.0969
H -4.6418 1.8022 4.6914
H -0.4446 -3.4841 0.4477
H 1.7481 -4.1149 1.3126
H 2.6589 -3.0225 3.3350
H 1.2869 -1.3112 4.5112
H -0.8931 -0.7478 3.7364
H -5.1873 -1.6842 0.0720
H -7.1931 -3.0058 0.6420
H -7.0880 -4.7019 2.4506
H -4.9752 -5.0480 3.6834
H -2.9819 -3.7006 3.1393
S 2.4348 0.7338 0.0326
C 2.8700 1.1591 1.6452
C 4.1361 1.6932 1.9731
C 4.4043 2.0843 3.2617
C 3.4136 1.9586 4.2356
C 2.2039 1.4329 3.8376
N 1.9188 1.0356 2.5968
H 4.8747 1.7870 1.1893
H 5.3743 2.4940 3.5170
H 3.5774 2.2609 5.2606
H 1.4021 1.3186 4.5649
N 2.7861 -4.3084 -3.0306
C 3.2998 -3.6587 -1.9332
C 2.6763 -2.4481 -1.8972
N 1.7907 -2.3448 -2.9501
C 1.8839 -3.4710 -3.6043
H 3.0379 -5.2235 -3.3571
H 4.0532 -4.1015 -1.3060
H 2.8050 -1.6466 -1.1839
H 1.3301 -3.7358 -4.4908
C -2.1385 -3.7300 -2.2031
C -2.3405 -2.4468 -1.4328
O -2.2336 -2.7019 -0.1768
H -1.8968 -4.6046 -1.5859
H -1.3534 -3.5546 -2.9439
H -3.0541 -3.9184 -2.7710

---

No. 5
Formula: C7H7IrO6
Source: OMol25
Level of theory: ωB97M-V/def2-TZVPD

Multiplicity: 6
E_HOMO (alpha / beta): -19.571 / -24.332 eV
⟨S²⟩: 8.773
Calculated total energy: -825.0401 hartree
Strongest force on any atom: 0.193 Eh/bohr
Total charge: +3

CARTESIAN COORDINATES (ANGSTROEM)
O 0.4253 0.4463 -4.1936
C 0.3226 -0.4751 -3.4963
Ir -0.6814 -0.8393 -1.5282
O -1.8029 1.8656 -2.3817
C -1.3340 0.8835 -2.0555
C -1.8916 -0.8115 0.0384
O -2.6220 -0.7181 0.9211
C 0.6787 -1.5294 -0.3264
O 1.2065 -1.9827 0.6024
C -1.5942 -2.2409 -2.3889
O -2.0280 -3.1003 -3.0458
H 0.9652 -1.3381 -2.2210
C 0.5655 0.6797 3.0791
C 1.3587 1.2398 1.9289
O 0.4381 1.5653 0.8681
H -0.2605 1.3089 3.4264
H 1.2025 0.5195 3.9446
H 0.1528 -0.2744 2.7644
H 1.8796 2.1432 2.2791
H 2.0891 0.5139 1.5216
H 0.9298 2.1441 0.2633

---

No. 6
Formula: C51H56AsCdN7O3S2Sb
Source: OMol25
Level of theory: ωB97M-V/def2-TZVPD

E_HOMO: -4.981 eV
Calculated total energy: -6026.3050 hartree
Strongest force on any atom: 0.003 Eh/bohr
Total charge: -1

CARTESIAN COORDINATES (ANGSTROEM)
Cd -1.2048 -0.4544 -0.2158
C -3.0254 -4.7625 -0.2173
C -2.7398 -3.2917 -0.2236
N -1.5635 -2.7914 -0.2504
N -0.4775 -3.6060 -0.2713
C 0.6207 -2.9322 0.0785
O 0.7050 -1.7243 0.4177
C 1.8782 -3.7522 0.1025
C 1.8911 -5.0951 -0.2654
C 3.0691 -5.8233 -0.2070
C 4.2455 -5.2172 0.2186
C 4.2376 -3.8782 0.5828
C 3.0578 -3.1506 0.5254
C -3.8563 -2.3178 -0.1260
C -5.1834 -2.7313 -0.0744
C -6.1808 -1.7770 0.0569
C -5.8355 -0.4403 0.1320
C -4.4893 -0.1055 0.0701
N -3.5361 -1.0196 -0.0509
H -2.0844 -5.3049 -0.2358
H -3.6204 -5.0498 -1.0878
H -3.5885 -5.0457 0.6758
H 0.9656 -5.5518 -0.5881
H 3.0721 -6.8682 -0.4933
H 5.1650 -5.7883 0.2647
H 5.1516 -3.4006 0.9159
H 3.0232 -2.1091 0.8161
H -5.4304 -3.7814 -0.1361
H -7.2196 -2.0807 0.0955
H -6.5805 0.3375 0.2215
H -4.1599 0.9252 0.0931
S -0.9537 1.6772 1.0849
C -0.3895 1.4576 2.7427
C 0.2137 2.5863 3.3274
C 0.6652 2.5840 4.6316
C 0.5282 1.4446 5.4182
C -0.0588 0.3233 4.8606
C -0.5039 0.3046 3.5379
As -1.3342 -1.3141 2.8333
C -2.6060 -1.6063 4.2977
C -2.3748 -2.4150 5.4050
C -3.3499 -2.5636 6.3845
C -4.5645 -1.9043 6.2669
C -4.8056 -1.0983 5.1615
C -3.8349 -0.9576 4.1813
C -0.0157 -2.6813 3.2903
C 1.2773 -2.4225 3.7334
C 2.1816 -3.4617 3.9116
C 1.8071 -4.7711 3.6480
C 0.5211 -5.0381 3.2002
C -0.3795 -3.9987 3.0179
H 0.3181 3.4771 2.7193
H 1.1248 3.4771 5.0392
H 0.8693 1.4329 6.4457
H -0.1812 -0.5672 5.4679
H -1.4302 -2.9373 5.5039
H -3.1568 -3.1965 7.2424
H -5.3229 -2.0203 7.0313
H -5.7531 -0.5834 5.0600
H -4.0313 -0.3352 3.3137
H 1.5912 -1.4044 3.9229
H 3.1903 -3.2420 4.2409
H 2.5206 -5.5770 3.7676
H 0.2254 -6.0539 2.9675
H -1.3723 -4.2146 2.6352
N 0.6380 6.9762 -2.6577
C -0.1500 5.8164 -2.6919
C -0.7079 5.3107 -1.5182
C -1.5063 4.1826 -1.5523
C -1.7504 3.5440 -2.7615
C -1.2046 4.0402 -3.9353
C -0.4132 5.1764 -3.9009
S -2.7668 2.0952 -2.7835
O -3.2284 1.9174 -4.1369
O -3.7647 2.2847 -1.7556
N -1.8392 0.8856 -2.2703
C -0.7727 0.4536 -2.9649
N -0.3452 0.9828 -4.1271
C 0.7057 0.4019 -4.6860
C 1.3729 -0.6881 -4.1480
C 0.9081 -1.1261 -2.9167
N -0.1329 -0.5701 -2.3320
H 1.0970 7.1237 -1.7718
H 1.2965 7.0417 -3.4186
H -0.5077 5.8019 -0.5724
H -1.9341 3.7883 -0.6408
H -1.4077 3.5248 -4.8634
H 0.0154 5.5676 -4.8174
H 1.0421 0.8412 -5.6220
H 2.2249 -1.1393 -4.6340
H 1.3941 -1.9286 -2.3713
C 6.1931 0.7631 0.2309
C 5.1626 0.0025 -0.5947
C 5.6694 -0.2829 -2.0069
Sb 3.1323 0.8066 -0.7652
C 3.4962 2.5836 -1.9773
C 4.7737 3.3857 -1.7628
C 2.2539 3.4635 -1.8493
C 2.8294 1.6577 1.2077
C 3.6612 2.8416 1.6802
C 2.8690 0.4939 2.1975
H 7.1602 0.2451 0.2056
H 5.8922 0.8419 1.2756
H 6.3564 1.7750 -0.1426
H 4.9848 -0.9622 -0.1082
H 5.8421 0.6415 -2.5647
H 4.9551 -0.8820 -2.5776
H 6.6179 -0.8309 -1.9811
H 3.5136 2.1764 -2.9946
H 4.8560 3.7573 -0.7408
H 4.7889 4.2576 -2.4291
H 5.6689 2.7998 -1.9741
H 2.1487 3.8660 -0.8374
H 1.3302 2.9218 -2.0744
H 2.3062 4.3130 -2.5377
H 1.7877 1.9803 1.1272
H 4.7292 2.6196 1.7147
H 3.3508 3.1212 2.6944
H 3.5218 3.7171 1.0445
H 3.8769 0.0735 2.2887
H 2.1928 -0.3071 1.8865
H 2.5562 0.8259 3.1939

---

No. 7
Formula: C20H19F3N2O3S2
Source: OMol25
Level of theory: ωB97M-V/def2-TZVPD

E_HOMO: -7.237 eV
Calculated total energy: -2204.5965 hartree
Strongest force on any atom: 0.096 Eh/bohr

CARTESIAN COORDINATES (ANGSTROEM)
C -2.3051 -2.9313 1.1520
N -2.7344 -1.5503 1.3971
C -2.1359 -0.5563 0.7030
C -1.4732 -0.8709 -0.6078
C -1.3796 0.4335 -1.3664
C -1.7458 1.5717 -0.3682
C -2.3961 0.9068 0.8642
C -3.5855 -1.3214 2.5158
C -3.0840 -0.7153 3.6754
C -3.9414 -0.4687 4.7497
C -5.2926 -0.8324 4.6773
C -5.7684 -1.4977 3.5379
C -4.9086 -1.7871 2.4786
H -2.7128 -3.5769 1.9355
H -2.6565 -3.2810 0.1732
H -1.1925 -2.9695 1.1813
H -1.8860 -1.6816 -1.1879
H -0.4065 0.6095 -1.8402
H -2.1525 0.4114 -2.1447
H -0.8417 2.1266 -0.0903
H -2.4126 2.3147 -0.8292
H -3.4802 1.0749 0.8999
H -2.0217 1.3173 1.8101
H -2.0165 -0.4797 3.7133
H -3.5454 0.0075 5.6454
H -5.9649 -0.6175 5.5143
H -6.8159 -1.7969 3.4791
H -5.2396 -2.3550 1.6034
F 0.8787 -3.5860 -0.2186
C 1.1355 -2.2506 -0.4405
F 2.3385 -1.9847 0.1364
F 1.1593 -2.0366 -1.7677
S -0.1422 -1.1875 0.5126
N 3.0884 0.6758 -1.1978
C 4.3998 0.6815 -0.8004
O 4.9056 0.0669 0.1440
C 5.1474 1.5436 -1.7901
C 4.3078 1.9644 -2.8024
C 4.7579 2.6319 -3.9282
C 6.1348 2.8699 -4.0209
C 7.0138 2.4424 -3.0128
C 6.5307 1.7628 -1.8902
S 2.6221 1.4533 -2.5299
O 2.2295 0.5545 -3.5914
O 1.7846 2.6100 -2.2851
H 4.0285 2.9396 -4.6694
H 6.5079 3.3889 -4.8942
H 8.0830 2.6225 -3.1092
H 7.1846 1.3533 -1.1157

---

No. 8
Formula: C7H7F3IN2O2
Source: OMol25
Level of theory: ωB97M-V/def2-TZVPD

E_HOMO: -5.204 eV
Calculated total energy: -1128.2083 hartree
Strongest force on any atom: 0.074 Eh/bohr
Total charge: -1

CARTESIAN COORDINATES (ANGSTROEM)
C 0.0610 2.1117 -0.3003
C 1.1012 1.4432 -0.7135
C 0.6403 -1.1002 -2.1668
C 0.4311 -0.3915 -0.6628
C 0.1457 -2.0293 1.2128
C 1.0970 -1.0538 0.4810
C -1.7365 1.4286 1.1565
N -0.8854 -0.0565 -0.5415
N -1.1845 1.2934 -0.1251
O -0.2874 -0.6833 -2.9015
O 1.6513 -1.7100 -2.3683
F -2.2539 2.7328 1.3412
F -2.8176 0.5912 1.2900
F -1.0050 1.1665 2.2364
I 2.8844 2.4027 -1.2451
H 0.0417 3.1637 -0.3607
H -0.7638 -1.4998 1.6684
H 0.6152 -2.5394 2.0311
H -0.2077 -2.7285 0.5131
H 1.8248 -1.6783 -0.1635
H 1.8550 -0.5820 1.1367
H -1.2068 -0.2813 -1.5181

---

No. 9
Formula: C4H8S3
Source: OMol25
Level of theory: ωB97M-V/def2-TZVPD

E_HOMO: -8.723 eV
SMILES: C=C(S)SCCS
Calculated total energy: -1351.7017 hartree
Strongest force on any atom: 0.060 Eh/bohr

CARTESIAN COORDINATES (ANGSTROEM)
C -0.6843 -1.2851 0.0356
C 0.8054 -1.1140 0.1521
C 1.5660 1.7194 0.0919
C 0.6194 2.6750 -0.0007
S -1.9673 -0.0575 0.2316
S 1.1952 0.3779 1.1564
S 3.0588 1.8061 -0.8051
H -1.0072 -1.5486 -1.0017
H -0.9289 -2.1459 0.6851
H 1.2771 -1.9140 0.6401
H 1.2435 -1.0602 -0.8373
H -2.3219 0.4028 -0.9651
H -0.2728 2.5541 0.5964
H 0.7288 3.4983 -0.6803
H 3.0736 0.5067 -1.1171

---

No. 10
Formula: C5H14B2FO5Tl
Source: OMol25
Level of theory: ωB97M-V/def2-TZVPD

Multiplicity: 2
E_HOMO (alpha / beta): -5.238 / -5.238 eV
⟨S²⟩: 0.755
Calculated total energy: -896.9504 hartree
Strongest force on any atom: 0.122 Eh/bohr
Total charge: -1

CARTESIAN COORDINATES (ANGSTROEM)
Tl 0.2356 -1.0881 1.5128
B 1.7746 -1.9802 4.0974
H 2.6793 -1.4342 4.3155
H 1.9028 -2.4472 3.1332
H 1.6814 -2.8170 4.7722
H 1.0079 -1.2225 4.0492
B 1.0772 -4.1820 1.5696
H 0.1468 -3.9816 1.0613
H 0.8281 -4.2814 2.6148
H 1.6836 -5.0311 1.2946
H 1.6972 -3.3086 1.4392
C -3.1832 2.1390 -0.2339
C -2.2062 1.3264 0.6309
O -0.9375 1.4409 0.5022
O -2.7041 0.4095 1.3015
H -3.4234 3.1306 0.1497
H -4.0529 1.5509 -0.5270
H -2.6328 2.4750 -1.1127
C 1.0045 2.6846 -3.1990
C -0.3128 2.1188 -3.6571
O -0.3799 0.8904 -2.9406
C 0.5818 0.7710 -2.1038
O 0.7047 -0.0553 -1.2316
O 1.5180 1.6897 -2.4065
F -0.1527 2.0707 -4.9721
H 0.9382 3.5909 -2.5971
H 1.7217 2.8192 -4.0086
H -1.1979 2.7216 -3.4542

---

No. 11
Formula: C4H16N2O3
Source: OMol25
Level of theory: ωB97M-V/def2-TZVPD

E_HOMO: -9.647 eV
SMILES: CCC/N=C\N.O.O.O
Calculated total energy: -497.2485 hartree
Strongest force on any atom: 0.012 Eh/bohr

CARTESIAN COORDINATES (ANGSTROEM)
C -0.5497 -2.8285 0.4426
C -0.3084 -1.3467 0.1884
C -0.9146 -0.9155 -1.1452
N -2.2130 1.3203 0.0699
C -1.2768 1.4090 -0.9357
N -0.6320 0.4714 -1.4774
H -1.6138 -3.0708 0.4635
H -0.0755 -3.4514 -0.3133
H -0.1333 -3.1541 1.3911
H -0.7036 -0.7535 1.0091
H 0.7611 -1.1743 0.1319
H -1.9977 -1.1022 -1.1439
H -0.4859 -1.5200 -1.9375
H -2.8979 2.0557 0.1735
H -2.5559 0.4117 0.3183
H -1.0462 2.4293 -1.2207
H 0.0417 1.9336 1.4427
H 1.5152 1.5587 1.6424
O 0.9334 2.2908 1.3549
H 2.6178 0.4065 0.2156
H 3.6750 0.2316 1.3343
O 2.7428 0.0955 1.1393
H 1.6301 2.0514 -0.4286
H 1.3860 1.1091 -1.6034
O 2.1014 1.5422 -1.1117